[1]
Entry from OMol25: a molecular structure, C42H90AsF12N6O4S2 in a non-equilibrium geometry (ωB97M-V/def2-TZVPD).

XYZ file:
```
157
Properties=species:S:1:pos:R:3:forces:R:3
C -16.155 -17.814 -7.418 1.70 0.14 -2.14
C -14.597 -17.643 -7.351 -1.33 -0.29 -1.61
C -13.969 -18.752 -8.242 -0.79 2.65 0.13
N -12.491 -18.812 -8.227 -0.56 -0.76 0.87
C -11.983 -19.228 -6.867 0.54 -2.41 -0.77
C -11.951 -17.497 -8.512 0.05 1.26 -1.54
C -10.692 -17.735 -9.309 0.53 0.72 0.63
C -10.690 -19.147 -9.778 -0.84 -2.13 0.14
C -12.096 -19.710 -9.426 -0.28 -0.13 1.12
H -16.554 -17.061 -6.808 -1.01 1.04 0.59
H -16.540 -18.761 -7.141 0.02 -1.08 0.79
H -16.465 -17.728 -8.485 0.02 0.45 0.73
H -14.315 -17.626 -6.337 0.59 -0.38 1.30
H -14.364 -16.624 -7.750 -0.07 -0.87 0.17
H -14.167 -18.400 -9.251 -0.30 -0.15 -0.19
H -14.470 -19.686 -8.155 0.14 -1.06 0.55
H -12.313 -18.537 -6.128 -0.34 0.65 0.33
H -10.859 -19.285 -6.836 -1.20 -0.02 -0.31
H -12.442 -20.233 -6.673 0.72 0.89 0.01
H -11.867 -16.829 -7.651 -0.03 -0.45 -0.06
H -12.626 -17.062 -9.231 -0.54 0.48 0.08
H -9.846 -17.501 -8.703 0.87 0.02 0.29
H -10.650 -17.094 -10.156 -0.05 0.83 -0.52
H -9.996 -19.739 -9.197 0.56 -0.17 -0.34
H -10.512 -19.203 -10.854 0.18 -0.36 0.30
H -12.297 -20.758 -9.002 0.91 1.27 -1.14
H -12.822 -19.478 -10.236 0.42 -0.24 0.67
C -13.700 -28.658 -11.645 0.03 -0.72 -1.02
C -12.563 -28.413 -10.656 0.14 1.17 0.35
C -11.173 -28.282 -11.259 -1.14 -0.03 -1.07
N -10.169 -27.693 -10.409 2.52 -0.12 2.86
C -10.084 -28.575 -9.084 0.80 1.34 0.07
C -10.402 -26.280 -10.013 -1.05 0.44 -0.82
C -9.049 -25.671 -9.632 -0.63 -0.80 0.12
C -7.951 -26.526 -10.288 -0.29 -0.75 -0.39
C -8.729 -27.659 -11.034 -0.73 0.42 0.80
H -14.616 -28.224 -11.234 0.16 0.10 -0.38
H -13.872 -29.746 -11.638 -0.08 0.33 -0.48
H -13.535 -28.330 -12.741 -0.15 -0.31 1.94
H -12.566 -29.145 -9.875 -0.03 -0.92 0.17
H -12.771 -27.523 -10.079 -0.11 0.69 -0.11
H -11.237 -27.608 -12.115 0.08 -0.38 -0.30
H -10.822 -29.267 -11.515 0.27 -0.29 -0.60
H -9.203 -28.316 -8.431 -0.75 0.27 -1.04
H -9.873 -29.546 -9.478 -0.34 -0.85 0.13
H -10.985 -28.493 -8.422 0.63 -0.07 -1.20
H -11.170 -26.364 -9.223 0.52 0.89 -0.44
H -10.803 -25.778 -10.919 -0.06 -0.24 0.67
H -9.078 -25.652 -8.558 0.79 0.08 0.50
H -8.957 -24.672 -9.981 -0.31 0.86 -0.11
H -7.281 -26.948 -9.550 0.06 -0.16 0.16
H -7.299 -25.943 -10.973 -0.68 -0.44 0.27
H -8.420 -28.664 -10.883 0.93 -0.72 0.09
H -8.774 -27.501 -12.101 -0.51 0.24 -0.26
C -9.395 -26.766 -0.091 -0.87 0.03 -1.72
C -10.036 -25.841 -1.183 0.07 0.07 0.74
C -10.789 -26.691 -2.222 1.69 0.24 -1.16
N -11.032 -25.846 -3.518 1.65 0.01 0.78
C -10.053 -24.694 -3.740 -0.67 -0.66 0.46
C -12.407 -25.322 -3.504 -0.41 0.63 -0.31
C -13.263 -26.521 -3.948 -0.86 1.63 -0.20
C -12.299 -27.498 -4.544 0.07 -1.11 0.06
C -11.019 -26.712 -4.733 -0.39 -1.05 1.05
H -10.217 -27.248 0.460 0.76 -0.20 0.00
H -8.757 -26.191 0.528 0.22 0.65 0.97
H -8.683 -27.452 -0.602 -0.86 -0.05 0.38
H -9.202 -25.219 -1.594 -0.76 -0.85 -0.01
H -10.758 -25.100 -0.762 0.54 -0.56 0.05
H -11.723 -27.176 -1.867 0.46 0.77 -0.24
H -10.133 -27.506 -2.600 -0.31 0.41 0.52
H -10.457 -24.263 -4.617 -0.01 0.80 -0.92
H -9.013 -24.946 -3.889 0.04 -0.76 -0.05
H -10.091 -24.012 -2.916 -0.33 0.39 0.31
H -12.463 -24.457 -4.170 0.01 -0.64 -0.04
H -12.564 -24.883 -2.546 -0.48 -0.16 1.01
H -13.966 -26.154 -4.726 0.09 -0.33 0.83
H -13.747 -26.975 -3.098 -0.65 0.10 0.03
H -12.674 -27.870 -5.483 0.02 -0.33 -0.29
H -12.217 -28.352 -3.826 0.45 0.48 -0.86
H -11.066 -26.024 -5.552 0.11 0.02 -0.75
H -10.163 -27.379 -4.724 0.40 0.37 -0.20
C -18.784 -23.375 0.837 -1.02 -0.96 1.54
C -18.261 -22.057 1.354 1.16 1.66 -0.57
C -19.138 -21.392 2.381 -0.33 0.49 0.27
N -18.842 -19.923 2.506 -1.33 1.09 1.12
C -19.180 -19.142 1.253 0.93 0.72 0.99
C -17.452 -19.661 3.041 -0.17 -0.15 0.50
C -17.571 -19.495 4.591 0.21 -2.10 -0.12
C -19.045 -19.539 4.998 -0.62 -0.18 -2.09
C -19.773 -19.313 3.651 0.00 -0.48 -1.04
H -19.118 -24.050 1.701 0.00 1.08 -1.06
H -17.965 -23.924 0.478 1.13 -0.69 -0.95
H -19.549 -23.347 0.047 0.18 0.30 0.49
H -18.143 -21.265 0.546 -0.22 -1.49 0.46
H -17.223 -22.128 1.719 -0.41 -0.46 0.04
H -19.111 -21.714 3.438 0.05 -0.61 -0.69
H -20.146 -21.456 1.978 -0.34 0.05 0.40
H -18.689 -18.161 1.453 -0.41 -0.63 -0.75
H -20.254 -18.975 1.213 0.00 -0.32 -0.12
H -18.799 -19.652 0.373 -0.11 0.37 -0.08
H -17.076 -18.785 2.548 -0.04 0.64 0.01
H -16.761 -20.433 2.724 -0.21 -0.35 0.14
H -17.205 -18.565 4.887 1.02 1.44 0.32
H -17.002 -20.295 5.137 -0.40 0.83 -0.60
H -19.335 -18.670 5.581 0.07 -0.46 0.74
H -19.311 -20.535 5.398 -0.11 0.86 0.20
H -19.969 -18.271 3.322 0.63 -0.41 0.66
H -20.758 -19.790 3.569 0.34 -0.20 0.00
C -25.717 -25.256 -5.709 0.12 -1.87 -0.21
C -24.610 -24.221 -5.624 0.75 -0.12 0.61
C -24.295 -23.469 -6.928 -0.08 -1.25 0.27
N -23.500 -22.199 -6.771 0.49 -0.47 -2.23
C -22.300 -22.477 -5.954 -0.63 -0.67 1.77
C -24.299 -21.106 -6.195 -0.39 1.71 -2.31
C -24.731 -20.137 -7.401 -2.37 -1.85 1.81
C -23.612 -20.264 -8.344 0.96 -0.25 -1.13
C -23.141 -21.732 -8.282 -2.41 0.29 0.35
H -25.338 -26.145 -6.297 -0.53 0.79 0.74
H -26.607 -24.937 -6.203 -0.56 0.60 -0.59
H -26.111 -25.623 -4.720 0.95 0.40 -0.79
H -23.712 -24.781 -5.291 -0.35 0.62 0.02
H -24.888 -23.504 -4.849 0.21 0.09 0.07
H -25.222 -23.173 -7.356 -0.81 0.33 -0.61
H -23.787 -24.138 -7.663 -0.15 0.63 0.61
H -21.634 -21.655 -5.906 0.45 1.03 -0.15
H -21.774 -23.312 -6.378 0.18 -0.52 -0.05
H -22.618 -22.695 -4.869 0.45 0.21 -1.81
H -23.752 -20.554 -5.485 1.05 0.51 0.79
H -25.085 -21.562 -5.706 -1.89 -0.58 1.00
H -24.875 -19.113 -7.048 -0.07 -0.25 0.01
H -25.733 -20.521 -7.798 1.37 0.60 0.33
H -22.844 -19.611 -7.984 0.83 0.30 0.14
H -23.877 -19.872 -9.343 0.22 -0.67 0.27
H -22.135 -21.938 -8.378 2.32 0.07 -0.18
H -23.630 -22.358 -9.077 -0.09 0.33 1.31
C -17.715 -18.524 -3.296 0.57 -0.54 0.03
F -16.516 -18.270 -3.807 0.67 -0.01 -0.15
F -18.001 -17.536 -2.470 -0.47 0.15 0.40
F -18.565 -18.553 -4.305 -0.80 0.16 -0.34
S -17.703 -20.188 -2.472 -2.22 -1.87 -0.38
O -16.602 -20.169 -1.571 0.70 0.34 0.48
O -19.036 -20.390 -1.897 1.15 0.91 -0.24
N -17.406 -21.191 -3.657 -0.77 0.12 -1.09
S -18.516 -21.777 -4.737 4.28 -0.77 4.06
O -19.828 -21.686 -4.247 -2.41 0.19 -0.52
O -18.049 -21.502 -6.033 -0.44 0.47 -2.00
C -18.035 -23.591 -4.496 -0.57 -1.98 0.95
F -18.281 -24.038 -3.199 -0.24 0.90 -1.71
F -18.712 -24.449 -5.352 0.18 1.35 0.93
F -16.757 -23.848 -4.700 0.34 0.59 -0.29
As -12.175 -23.809 -7.601 1.57 0.23 -2.32
F -12.754 -25.401 -7.926 -0.32 -0.07 -0.47
F -13.594 -22.945 -8.089 -0.02 -0.79 -0.10
F -11.569 -22.288 -7.113 0.82 1.03 -0.11
F -10.612 -24.509 -7.136 -0.17 -0.12 -0.05
F -11.473 -23.675 -9.267 -0.89 0.00 1.46
F -12.673 -24.028 -6.004 -0.98 -0.14 1.19
```
Positions in Å, forces in eV/Å.

Its HOMO energy is -14.049 eV. As for the charge: +3. Its orbital gap is 9.56 eV. Its multiplicity is 1.

***

[2]
Entry from OMol25: 2 unconnected molecules or ions with the total composition C4H13NO3 in a non-equilibrium geometry (ωB97M-V/def2-TZVPD).

XYZ file:
```
21
Properties=species:S:1:pos:R:3:forces:R:3
C -0.907 -1.533 -1.868 -0.43 -0.37 -0.01
C -0.905 -0.198 -1.139 -0.06 0.22 -1.03
O -2.045 -0.106 -0.286 -0.33 -0.02 -0.34
C 0.355 0.213 -0.298 -2.05 -0.01 0.82
N 0.030 1.511 0.260 1.36 0.30 0.23
C 0.662 -0.847 0.834 0.09 -0.38 -0.90
O 1.133 -0.485 2.122 -0.62 0.29 -0.30
H -0.059 -1.632 -2.513 0.79 -0.13 -0.24
H -1.027 -2.426 -1.261 0.52 0.07 0.63
H -1.757 -1.659 -2.533 -0.35 0.58 -0.20
H -1.058 0.594 -1.946 0.65 -0.66 0.90
H -2.785 0.010 -0.904 0.09 -0.11 0.63
H 1.185 0.342 -0.992 0.16 -0.11 0.22
H -0.863 1.646 0.708 -0.14 -0.39 -0.31
H 0.226 2.215 -0.422 -0.21 0.55 -0.06
H 1.480 -1.435 0.483 0.49 -0.61 -0.54
H -0.172 -1.525 0.927 -0.51 -0.07 0.10
H 0.445 -0.023 2.616 -0.08 -0.02 -0.02
O 2.093 1.833 2.423 0.35 -0.61 0.48
H 2.129 2.546 1.790 -0.22 -0.18 -0.40
H 1.842 0.960 1.999 0.51 1.64 0.33
```
Positions in Å, forces in eV/Å.

Its HOMO energy is -9.060 eV. Its orbital gap is 9.63 eV. Its multiplicity is 1.

***

[3]
Entry from OMol25: a molecular structure, C29H29Cl2IrN4O2 in a non-equilibrium geometry (ωB97M-V/def2-TZVPD).

XYZ file:
```
67
Properties=species:S:1:pos:R:3:forces:R:3
Ir -0.011 -0.314 -0.338 1.91 0.66 0.48
C -1.816 -0.616 3.312 -0.11 0.32 -0.12
C -1.250 0.783 3.077 0.09 -0.16 0.19
C 0.251 0.798 2.711 -0.41 -0.47 0.49
N 0.420 1.178 1.338 -0.17 -1.26 -2.22
C 0.745 2.377 0.939 0.18 0.37 -0.51
C 1.213 3.411 1.800 0.06 -0.33 -0.03
C 1.234 4.771 1.614 -0.25 -0.10 -0.07
C 0.713 5.513 0.556 -0.18 0.01 -0.55
C 0.298 5.032 -0.683 0.38 0.80 0.96
C 0.427 3.760 -1.183 0.21 -1.47 0.14
C 0.771 2.550 -0.531 -0.65 1.79 0.56
N 1.063 1.451 -1.178 -0.68 -2.61 0.45
C 1.415 1.424 -2.566 -0.23 -0.27 -0.76
C 1.745 -0.011 -2.985 0.21 0.17 0.22
C 2.697 -0.685 -1.990 -0.04 0.69 -0.34
N 1.948 -1.262 -0.904 -2.45 0.86 0.31
C 2.484 -2.079 -0.033 0.59 -0.70 0.91
C 3.891 -2.276 0.059 -0.83 0.58 -0.18
C 4.613 -3.258 0.691 -0.13 -0.77 0.17
C 4.148 -4.441 1.261 0.05 0.07 -0.03
C 2.824 -4.796 1.498 0.57 0.19 0.01
C 1.696 -4.016 1.408 -0.47 0.59 -0.16
C 1.519 -2.700 0.896 0.91 -0.54 -0.19
N 0.437 -1.995 1.116 -0.92 2.12 -1.40
C -0.626 -2.497 1.953 -0.64 -0.14 0.03
C -1.804 -1.520 2.072 0.16 -0.13 0.28
H -1.279 -1.089 4.137 -0.02 -0.10 0.04
H -2.850 -0.493 3.638 0.03 -0.06 0.07
H -1.810 1.261 2.270 -0.01 0.09 0.03
H -1.404 1.378 3.977 -0.04 0.05 -0.01
H 0.788 1.460 3.394 0.05 -0.14 -0.24
H 0.662 -0.206 2.827 0.12 0.09 0.09
H 1.595 3.070 2.754 -0.01 0.01 -0.04
H 1.635 5.343 2.442 -0.02 0.00 0.03
H 0.656 6.581 0.706 -0.01 0.07 -0.02
H -0.098 5.771 -1.365 0.00 0.04 -0.08
H 0.173 3.635 -2.228 0.03 -0.03 -0.03
H 0.612 1.804 -3.211 0.02 0.00 0.02
H 2.293 2.065 -2.719 -0.08 -0.01 0.10
H 0.820 -0.594 -3.023 0.08 -0.04 -0.18
H 2.190 -0.003 -3.981 -0.08 0.01 0.04
H 3.260 -1.474 -2.501 -0.09 -0.04 0.19
H 3.413 0.059 -1.613 0.05 -0.07 -0.11
H 4.476 -1.512 -0.435 -0.01 0.01 -0.03
H 5.689 -3.138 0.671 0.03 0.00 -0.08
H 4.896 -5.165 1.549 0.07 -0.02 0.04
H 2.670 -5.796 1.885 -0.04 0.00 0.04
H 0.792 -4.479 1.782 -0.02 0.03 -0.05
H -1.010 -3.426 1.510 0.09 0.03 0.09
H -0.228 -2.738 2.948 -0.05 -0.02 -0.10
H -1.825 -0.891 1.171 -0.30 -0.12 0.06
H -2.723 -2.107 2.070 0.02 0.00 -0.10
Cl -6.967 -0.078 -3.702 -0.22 -0.08 -0.12
C -5.415 0.155 -2.999 0.49 -0.35 0.16
C -5.007 1.461 -2.681 0.19 -0.28 0.02
C -3.778 1.677 -2.123 0.46 -0.37 0.18
Cl -3.259 3.274 -1.753 0.02 0.24 0.05
C -2.864 0.605 -1.803 -1.74 -0.82 -0.79
O -1.752 0.868 -1.272 2.66 0.02 1.69
C -3.324 -0.716 -2.149 0.53 0.74 0.33
C -2.523 -1.868 -1.881 -0.94 0.36 -0.48
O -1.437 -1.936 -1.308 1.89 0.25 0.58
C -4.580 -0.907 -2.752 -0.38 0.32 -0.12
H -5.673 2.284 -2.888 0.01 0.14 0.01
H -2.971 -2.810 -2.238 0.18 -0.06 0.14
H -4.884 -1.907 -3.017 -0.10 -0.14 -0.02
```
Positions in Å, forces in eV/Å.

Its HOMO energy (alpha / beta) is -10.195 / -10.217 eV. As for the charge: +1. Its orbital gap (alpha / beta) is 5.44 / 5.19 eV. Its multiplicity is 2. Its expectation value of S² is 0.802.

***

Question: What is the formula in the second record?
Answer: C4H13NO3